C25H47BN2O3P2SSbSe4Tc as an isolated structure. Source: OMol25; level of theory: wB97M-V/def2-TZVPD.

Values from the calculation:
Lowest unoccupied orbital energy in eV: -8.048
Total energy in hartree: -12348.1761
Total charge: +2
ΔE to the lowest compared entry with this formula, charge and spin in kcal/mol: 5.8
Highest occupied orbital energy in eV: -12.672

Cartesian coordinates (Å):
Tc (-1.1265, 0.0442, -0.1444)
C (2.4167, -2.9962, -2.1508)
C (1.3726, -2.5377, -1.1259)
C (2.1472, -1.8288, -0.0119)
C (0.6564, -3.7462, -0.5132)
P (0.0641, -1.3832, -1.8553)
C (1.0176, -0.1896, -2.8809)
N (1.5311, 0.6667, -1.8444)
B (0.8683, 0.8010, -0.5829)
N (1.8139, 1.4226, 0.2743)
C (1.6496, 1.4685, 1.6976)
P (-0.1539, 1.1504, 1.9247)
C (-0.2265, 0.0180, 3.4415)
C (0.2152, -1.3844, 3.0128)
C (-1.6346, -0.0315, 4.0387)
C (0.7465, 0.4646, 4.5476)
C (-0.8157, 2.8930, 2.2834)
C (-2.3421, 2.9654, 2.3087)
C (-0.2832, 3.4081, 3.6295)
C (-0.3020, 3.8503, 1.2018)
C (2.9958, 1.6621, -0.4344)
C (4.1938, 2.2213, -0.0284)
C (5.2111, 2.3163, -0.9708)
C (5.0335, 1.8631, -2.2745)
C (3.8311, 1.2964, -2.6845)
C (2.8185, 1.2045, -1.7474)
C (-1.0894, -2.2882, -3.0384)
C (-2.1132, -3.1826, -2.3274)
C (-1.8611, -1.2231, -3.8282)
C (-0.2970, -3.1511, -4.0256)
H (3.0734, -3.7047, -1.6454)
H (3.0440, -2.1719, -2.4830)
H (2.0081, -3.5001, -3.0175)
H (2.7157, -2.5830, 0.5319)
H (1.4866, -1.3376, 0.6942)
H (2.8534, -1.0992, -0.3985)
H (1.3726, -4.2873, 0.1038)
H (0.2949, -4.4368, -1.2708)
H (-0.1812, -3.4591, 0.1240)
H (0.3857, 0.3353, -3.6028)
H (1.8108, -0.6981, -3.4309)
H (1.9306, 2.4321, 2.1282)
H (2.2407, 0.6950, 2.2006)
H (-0.3896, -1.8043, 2.2122)
H (0.1121, -2.0413, 3.8781)
H (1.2638, -1.4040, 2.7244)
H (-2.3971, -0.2499, 3.3004)
H (-1.8936, 0.9006, 4.5372)
H (-1.6520, -0.8201, 4.7925)
H (1.7881, 0.4400, 4.2333)
H (0.6465, -0.2546, 5.3609)
H (0.5283, 1.4405, 4.9587)
H (-2.7806, 2.3670, 3.1033)
H (-2.7870, 2.6549, 1.3649)
H (-2.6179, 4.0058, 2.4830)
H (-0.8087, 2.9594, 4.4688)
H (-0.4762, 4.4805, 3.6668)
H (0.7872, 3.2721, 3.7679)
H (-0.6415, 3.5944, 0.2024)
H (0.7806, 3.9298, 1.1730)
H (-0.6963, 4.8419, 1.4264)
H (4.3414, 2.5683, 0.9841)
H (6.1576, 2.7497, -0.6853)
H (5.8442, 1.9536, -2.9829)
H (3.6976, 0.9527, -3.6995)
H (-2.8212, -2.6049, -1.7453)
H (-1.6595, -3.9294, -1.6863)
H (-2.6701, -3.7117, -3.1004)
H (-2.3680, -0.5097, -3.1769)
H (-2.6302, -1.7282, -4.4109)
H (-1.2248, -0.6855, -4.5311)
H (0.1072, -4.0448, -3.5582)
H (0.5071, -2.6106, -4.5239)
H (-0.9937, -3.4791, -4.7987)
Se (-3.8199, 4.2885, -2.2927)
Sb (-2.4083, 4.0525, -4.4255)
Se (-1.5147, 1.9626, -1.3720)
Se (-3.7948, 2.1153, -1.5547)
Se (-1.0422, 2.2447, -3.8903)
C (-4.7779, -1.5366, 1.4127)
S (-3.3149, -0.9967, 0.6311)
O (-3.4790, -0.8365, -0.8157)
O (-2.1940, -1.9083, 0.9153)
O (-2.9087, 0.3527, 1.1453)
H (-5.0061, -2.5267, 1.0271)
H (-5.5692, -0.8311, 1.1721)
H (-4.5971, -1.5715, 2.4831)

Cartesian forces, eV/Å:
Tc -0.15 -0.14 -0.46
C -0.05 -0.03 0.03
C -0.07 0.07 -0.07
C -0.07 0.04 0.02
C -0.04 -0.01 -0.05
P -0.07 0.01 0.28
C 0.08 -0.25 0.05
N -0.21 0.41 -0.37
B 0.10 -0.45 0.26
N -0.05 0.28 0.01
C -0.02 -0.06 -0.01
P 0.03 -0.08 -0.12
C 0.02 0.22 -0.03
C -0.07 -0.01 -0.01
C 0.02 -0.03 0.03
C -0.01 -0.04 -0.08
C 0.11 -0.14 0.05
C 0.01 -0.01 -0.10
C -0.13 -0.02 0.02
C 0.01 -0.03 -0.03
C 0.08 -0.03 0.04
C -0.02 -0.04 -0.07
C -0.03 -0.02 -0.03
C -0.01 -0.01 -0.01
C 0.04 0.09 0.13
C 0.10 -0.07 -0.05
C 0.01 0.00 0.19
C 0.04 0.03 0.04
C 0.06 0.02 0.04
C -0.05 0.07 -0.06
H 0.06 -0.04 0.03
H 0.05 0.08 -0.04
H -0.05 -0.04 -0.05
H 0.07 -0.04 0.02
H -0.06 -0.01 0.07
H 0.07 0.10 -0.05
H 0.03 -0.06 0.03
H -0.02 -0.03 -0.05
H -0.04 0.03 0.05
H 0.24 -0.31 0.06
H 0.02 0.05 0.01
H -0.01 -0.04 0.02
H -0.03 0.02 -0.08
H 0.00 0.02 0.00
H 0.01 -0.03 0.02
H 0.07 0.00 -0.01
H -0.04 -0.03 -0.04
H -0.01 0.05 0.01
H -0.01 0.01 0.04
H 0.04 0.01 -0.03
H 0.02 -0.05 0.04
H -0.05 0.08 0.04
H -0.01 -0.06 -0.01
H 0.00 0.03 0.00
H -0.03 0.06 0.04
H 0.01 -0.04 0.05
H -0.03 0.05 0.03
H 0.06 0.00 -0.04
H 0.02 0.05 0.06
H 0.14 0.00 0.02
H 0.00 0.04 0.02
H 0.01 0.02 0.07
H 0.06 0.02 0.02
H 0.03 0.00 -0.01
H -0.01 -0.04 -0.09
H 0.04 -0.04 -0.04
H 0.05 -0.05 0.03
H -0.05 -0.05 -0.06
H -0.04 0.03 0.06
H -0.06 -0.03 -0.05
H 0.01 -0.01 -0.03
H 0.02 -0.03 0.03
H 0.06 0.04 -0.02
H -0.01 -0.03 -0.04
Se 0.19 0.30 -0.47
Sb -0.75 0.95 0.02
Se 0.43 0.45 0.71
Se -0.45 -0.52 0.01
Se 0.38 -0.68 -0.19
C 0.00 0.08 -0.06
S 0.31 -0.01 0.09
O -0.05 0.10 -0.11
O -0.14 0.02 0.12
O -0.19 -0.13 0.14
H -0.02 -0.06 -0.04
H -0.03 0.01 -0.02
H 0.04 -0.01 0.07

Table of Mulliken atomic charges, one value per atom, all in e: -0.662 -1.756 2.196 -2.117 -2.030 1.026 -1.225 0.561 1.897 0.452 -1.732 1.789 1.770 -1.774 -1.792 -1.707 1.859 -1.468 -1.891 -1.266 0.767 -0.897 -0.844 -0.761 -1.122 0.103 2.194 -1.466 -1.552 -1.988 0.516 0.394 0.251 0.910 0.053 0.068 0.566 0.400 0.253 -0.730 0.688 0.774 0.468 0.034 0.650 0.316 0.111 0.323 0.569 0.296 0.549 0.349 0.291 -0.094 0.617 0.343 0.571 0.313 -0.127 0.319 0.647 0.506 0.447 0.444 0.535 0.074 0.318 0.632 0.019 0.595 0.365 0.347 0.354 0.572 -0.238 0.567 -0.001 0.130 -0.102 -1.189 0.796 -0.691 -0.554 -0.363 0.423 0.376 0.385

---

C25H47Br2NO3RhSi2 as an isolated structure. Source: OMol25; level of theory: wB97M-V/def2-TZVPD.

Values from the calculation:
Lowest unoccupied orbital energy (spin up / spin down) in eV: -4.355 / -6.378
Total energy in hartree: -7098.4570
Expectation value of S²: 6.0530
Total charge: +1
Multiplicity: 5
ΔE to the lowest compared entry with this formula, charge and spin in kcal/mol: 0.0
Highest occupied orbital energy (spin up / spin down) in eV: -11.183 / -11.251

Cartesian coordinates (Å):
O (2.7538, 2.8753, 1.0065)
O (4.2618, 3.4260, -1.0683)
C (1.6201, 3.3976, 1.6911)
C (0.9765, 2.5019, 2.7292)
H (0.8693, 3.6980, 0.9408)
H (1.9873, 4.3273, 2.1492)
H (0.3494, 1.7325, 2.2665)
H (0.3195, 3.1197, 3.3440)
H (1.7225, 2.0405, 3.3812)
C (2.8964, 1.4466, 0.8752)
C (4.1878, 1.0287, 1.5214)
H (2.9184, 1.2162, -0.1984)
H (2.0372, 0.9193, 1.3166)
H (5.0404, 1.5149, 1.0319)
H (4.3026, -0.0568, 1.4303)
H (4.1837, 1.2895, 2.5870)
C (5.1153, 2.9779, -2.1362)
C (4.6819, 4.6230, -0.3840)
C (5.8465, 1.7124, -1.7563)
H (5.8337, 3.7692, -2.4203)
H (4.4463, 2.7775, -2.9842)
H (6.5781, 1.8926, -0.9615)
H (6.3885, 1.3440, -2.6314)
H (5.1482, 0.9309, -1.4349)
C (6.0085, 4.4751, 0.3181)
H (3.8867, 4.8140, 0.3419)
H (4.7036, 5.4618, -1.1039)
H (5.9743, 3.6336, 1.0209)
H (6.2005, 5.3916, 0.8862)
H (6.8259, 4.3399, -0.3970)
H (2.4574, 2.9324, -1.1523)
Rh (-1.3698, 0.5008, -0.5324)
C (1.5251, 2.8189, -1.7911)
Si (1.2311, 4.4487, -2.7025)
H (1.6988, 2.0033, -2.5027)
H (0.6868, 2.5148, -1.1487)
C (1.1696, 5.8257, -1.4102)
C (-0.3632, 4.4120, -3.7017)
C (2.6439, 4.8596, -3.8741)
C (-1.7875, 2.2331, -1.0142)
Si (-3.5522, 1.4858, -0.9604)
H (-1.4365, 2.5601, -1.9993)
H (-1.5930, 2.9774, -0.2229)
C (-4.2985, 2.4036, -2.4550)
C (-4.3281, 2.0922, 0.6424)
C (-4.1882, -0.2974, -1.1777)
H (2.4381, 5.8064, -4.3917)
H (2.7625, 4.0804, -4.6374)
H (3.6004, 4.9672, -3.3471)
H (0.2128, 5.8041, -0.8691)
H (1.2659, 6.8043, -1.9050)
H (1.9850, 5.7303, -0.6786)
H (-1.2089, 3.9844, -3.1531)
H (-0.2154, 3.8302, -4.6231)
H (-0.6420, 5.4350, -3.9951)
H (-3.9315, 3.0794, 0.9081)
H (-4.1159, 1.3996, 1.4679)
H (-5.4191, 2.1742, 0.5431)
H (-3.9532, -0.9378, -0.3150)
H (-3.7913, -0.7821, -2.0802)
H (-5.2837, -0.2652, -1.2728)
H (-5.3481, 2.1182, -2.6152)
H (-3.7440, 2.1739, -3.3752)
H (-4.2623, 3.4896, -2.2922)
Br (-1.5435, -1.9311, 3.8566)
C (-1.3866, -2.6646, 2.1298)
C (-1.6068, -4.0118, 1.8544)
C (-1.4988, -4.5381, 0.5593)
Br (-1.8682, -6.3877, 0.2673)
C (-1.1582, -3.7182, -0.5559)
C (-1.0485, -4.0917, -1.9097)
C (-0.8786, -3.1231, -2.8805)
C (-0.8713, -1.7637, -2.5332)
N (-0.9614, -1.3996, -1.2443)
C (-0.9906, -2.3303, -0.2629)
C (-1.0839, -1.7791, 1.0542)
O (-1.0447, -0.4885, 1.1809)
H (-1.8674, -4.6688, 2.6708)
H (-1.1058, -5.1448, -2.1595)
H (-0.7703, -3.3757, -3.9337)
H (-0.7992, -0.9488, -3.2569)

Cartesian forces, eV/Å:
O -0.20 -0.82 0.61
O 1.17 0.49 -0.14
C 0.18 0.28 -0.39
C -0.17 0.12 0.04
H 0.00 -0.04 0.11
H -0.15 -0.22 0.01
H 0.14 -0.03 0.16
H 0.00 -0.04 0.05
H -0.11 -0.01 -0.04
C -0.31 0.70 -0.16
C 0.21 -0.23 0.23
H -0.05 0.01 0.18
H 0.26 0.12 -0.13
H -0.24 -0.10 0.16
H 0.12 0.07 0.03
H 0.08 -0.05 -0.20
C -0.37 0.40 0.33
C -0.36 -0.33 -0.52
C 0.26 -0.15 -0.04
H -0.34 -0.23 0.00
H 0.22 0.11 0.03
H -0.17 -0.06 -0.07
H 0.01 -0.07 0.06
H 0.10 0.17 -0.02
C 0.07 0.11 0.17
H 0.15 -0.03 -0.16
H 0.04 -0.19 0.17
H 0.08 0.17 -0.17
H 0.10 -0.13 -0.05
H -0.04 -0.05 0.18
H -1.41 -0.08 -0.92
Rh 0.77 -1.56 0.17
C 0.67 0.09 0.22
Si 0.34 0.10 0.55
H 0.00 -0.04 -0.03
H 0.17 0.17 -0.09
C -0.15 -0.02 -0.13
C 0.02 0.13 -0.19
C 0.00 -0.12 -0.07
C -0.02 3.45 -0.88
Si -2.81 1.20 -0.38
H -0.16 -0.06 0.28
H -0.09 -0.14 -0.29
C 0.12 -0.05 0.17
C 0.18 -0.04 -0.02
C 0.77 -0.56 -0.03
H 0.02 -0.18 0.08
H 0.04 0.13 0.06
H -0.24 -0.02 -0.07
H 0.20 0.10 -0.03
H -0.09 -0.21 0.20
H -0.21 -0.01 -0.22
H 0.10 0.20 -0.16
H -0.10 0.10 0.19
H 0.03 -0.26 0.02
H -0.14 -0.15 0.02
H -0.04 0.17 -0.10
H 0.24 -0.03 -0.01
H -0.10 0.06 -0.16
H -0.16 0.05 0.15
H 0.28 0.25 0.07
H 0.24 0.03 0.10
H -0.10 0.08 0.16
H 0.02 -0.25 -0.10
Br 0.03 -0.41 -0.59
C 0.17 0.17 -0.01
C 0.12 -0.21 -0.25
C -0.04 -0.57 0.39
Br 0.22 0.89 0.24
C 0.16 1.31 0.28
C -0.02 0.07 0.07
C 0.10 0.14 -0.31
C -0.09 -0.28 1.17
N 1.24 -1.30 -1.29
C -0.84 -0.85 -1.36
C -0.49 1.58 0.93
O 0.55 -2.62 1.38
H -0.04 -0.08 -0.01
H -0.03 0.11 -0.12
H -0.06 -0.11 0.30
H -0.08 -0.37 0.15

Table of Mulliken atomic charges, one value per atom, all in e: -0.014 -0.111 0.070 -1.361 0.023 0.314 0.171 0.459 0.280 0.337 -1.502 0.066 0.372 0.100 0.418 0.304 -0.340 -0.143 -1.410 0.454 0.237 0.329 0.443 0.225 -1.261 -0.027 0.361 0.245 0.425 0.329 -1.318 0.561 1.572 0.466 0.529 -0.604 -0.988 -0.864 -0.980 -0.362 0.521 -0.335 0.571 -1.137 -1.127 -1.072 0.386 0.327 0.137 0.315 0.390 0.261 0.182 0.319 0.350 0.341 0.316 0.328 0.249 0.294 0.455 0.340 0.341 0.332 -0.045 -0.215 -0.323 -0.118 -0.117 0.687 -0.595 -0.828 -0.499 -0.039 0.297 0.599 -0.472 0.450 0.358 0.413 0.561